A structure of composition C43H47BBr4MoN3O5SeSi at a distorted geometry. Source: the Open Molecules 2025 dataset; level of theory: ωB97M-V with the def2-TZVPD basis set.

```
! RIJCOSX wB97M-V def2-TZVPD def2/J DEFGRID3
* xyz 1 1
Mo 0.36 1.22 2.55
Br 0.99 8.01 4.22
C 1.28 6.27 3.59
C 2.52 5.92 3.06
Br 3.88 7.21 2.91
C 2.77 4.61 2.64
Br 4.44 4.09 1.95
C 1.75 3.67 2.72
O 1.78 2.37 2.47
C 0.46 4.03 3.20
O -0.38 3.04 3.22
C 0.25 5.33 3.67
Br -1.42 5.74 4.43
C 3.71 0.04 4.59
Si 1.91 -0.54 4.81
C 0.98 0.56 6.06
C 1.68 -2.40 5.10
O 1.10 -0.07 3.42
H 4.31 -0.29 5.43
H 3.78 1.12 4.54
H 4.18 -0.36 3.69
H 1.28 0.39 7.09
H -0.10 0.39 6.01
H 1.15 1.62 5.84
H 2.17 -2.68 6.03
H 2.11 -3.01 4.31
H 0.63 -2.67 5.20
C -3.52 3.83 -2.08
C -3.50 2.49 -2.79
C -4.04 1.35 -1.92
C -3.13 0.96 -0.75
N -1.79 0.66 -1.19
C -0.69 1.40 -0.94
Se -0.59 2.70 0.42
N 0.32 0.98 -1.72
C 1.61 1.63 -1.82
C 1.53 2.89 -2.70
C 1.42 2.58 -4.19
C 2.71 2.01 -4.77
C -0.12 -0.08 -2.47
C 0.51 -0.89 -3.41
C -0.24 -1.91 -3.98
C -1.57 -2.13 -3.62
C -2.20 -1.33 -2.68
C -1.46 -0.30 -2.12
H -3.28 4.63 -2.78
H -2.79 3.86 -1.27
H -4.51 4.03 -1.68
H -2.49 2.25 -3.14
H -4.13 2.55 -3.68
H -4.21 0.47 -2.55
H -5.00 1.65 -1.50
H -3.53 0.09 -0.23
H -3.05 1.79 -0.04
H 2.32 0.92 -2.23
H 1.94 1.91 -0.81
H 2.42 3.49 -2.51
H 0.66 3.48 -2.37
H 1.19 3.50 -4.71
H 0.60 1.88 -4.36
H 3.56 2.63 -4.49
H 2.65 1.97 -5.85
H 2.91 1.00 -4.42
H 1.54 -0.75 -3.69
H 0.21 -2.55 -4.72
H -2.11 -2.94 -4.07
H -3.22 -1.53 -2.39
N -8.93 -2.29 1.99
C -7.89 -1.85 2.19
C -6.59 -1.32 2.40
C -5.56 -2.16 2.83
C -4.28 -1.66 2.97
C -4.02 -0.31 2.69
C -5.06 0.53 2.29
C -6.34 0.03 2.15
C -2.70 0.18 2.76
C -1.54 0.57 2.74
H -5.77 -3.20 3.03
H -3.48 -2.30 3.29
H -4.86 1.57 2.10
H -7.15 0.68 1.84
C 0.99 -5.51 -2.38
C 2.37 -4.86 -2.38
C 3.39 -5.84 -1.78
C 2.77 -4.57 -3.84
C 2.41 -3.56 -1.59
C 3.61 -2.85 -1.51
C 3.75 -1.68 -0.80
C 2.64 -1.21 -0.14
O 2.46 -0.10 0.65
B 1.15 -0.10 1.05
O 0.49 -1.20 0.52
C 1.42 -1.89 -0.22
C 1.28 -3.07 -0.93
H 1.02 -6.43 -2.98
H 0.25 -4.85 -2.83
H 0.68 -5.78 -1.38
H 3.35 -6.79 -2.31
H 3.16 -6.02 -0.73
H 4.40 -5.45 -1.85
H 2.72 -5.48 -4.42
H 3.78 -4.17 -3.91
H 2.08 -3.85 -4.28
H 4.47 -3.23 -2.03
H 4.70 -1.17 -0.74
H 0.33 -3.57 -0.95
*
```

As for the frontier orbital gap (spin up / spin down): 5.51 / 5.51 eV. The largest force on an atom comes out at 0.0776 hartree/bohr. For the energy relative to the best compared isomer or geometry (same formula, charge and spin), the calculation gives 40.0 kcal/mol.